(1)
25
Properties=species:S:1:pos:R:3 method="wB97M-V/def2-TZVPD" homo_energy_ev=-8.40 largest_force_ha_per_bohr=0.0681 smiles="C=CSCC[Si](C)(C)C" charge=0 orbital_gap_ha=0.3404
C 1.21 -3.48 -1.76
C 1.81 -2.24 -1.69
S 2.77 -1.71 -0.34
C 1.95 -0.26 0.16
C 0.37 -0.41 -0.01
Si -0.89 0.91 0.50
C -0.42 1.62 2.17
C -2.63 0.34 0.62
C -0.79 2.38 -0.71
H 0.74 -3.80 -2.72
H 1.37 -4.14 -0.95
H 1.88 -1.45 -2.50
H 2.33 -0.05 1.18
H 2.37 0.57 -0.42
H -0.04 -1.26 0.65
H 0.11 -0.81 -1.01
H 0.16 2.49 1.94
H 0.20 0.89 2.70
H -1.20 1.85 2.88
H -3.17 0.99 1.34
H -2.57 -0.63 1.11
H -3.23 0.27 -0.30
H -1.67 2.38 -1.35
H -0.66 3.31 -0.10
H 0.02 2.24 -1.40

***

(2)
22
Properties=species:S:1:pos:R:3 method="wB97M-V/def2-TZVPD" s2=2.0128 homo_energy_ev="-7.67 / -11.04" largest_force_ha_per_bohr=0.1189 charge=0 orbital_gap_ha="0.2577 / 0.2741" multiplicity=3
C -2.59 -0.69 0.07
C -2.01 0.17 1.22
C -2.10 0.02 -1.16
C -1.10 1.08 0.44
C 2.44 -0.15 0.06
N 3.79 0.32 -0.16
N 2.12 -1.61 -0.13
N 1.51 0.80 0.02
O 4.04 1.38 0.24
O 1.16 -1.90 -0.80
O 0.27 0.24 0.30
O 4.53 -0.37 -0.79
O 2.84 -2.32 0.51
O 1.58 1.99 0.02
O -1.53 1.30 -0.80
H -2.28 -1.76 0.01
H -3.63 -0.66 0.03
H -2.76 0.82 1.63
H -1.48 -0.45 1.99
H -1.18 -0.38 -1.58
H -2.89 0.09 -1.87
H -0.74 2.10 0.77